1.
Computed, not measured: a molecular structure, C30H36Ge2IrN2O2SbSe4 in a non-equilibrium geometry, with ωB97M-V/def2-TZVPD.

Cartesian coordinates (Å):
Ir: -0.762901 -0.423752 0.704639
O: -1.277225 0.710588 2.273991
C: -2.075334 0.275396 3.220160
C: -2.282033 1.105339 4.342145
C: -3.169193 0.754561 5.334906
C: -3.879449 -0.437918 5.259494
C: -3.680215 -1.278123 4.182747
C: -2.791730 -0.949980 3.167075
C: -2.655316 -1.860504 2.021969
N: -1.371595 -2.156268 1.612290
N: -1.286717 -3.218579 0.774943
C: -0.608969 -2.996792 -0.312859
O: -0.076194 -1.843878 -0.594015
C: -0.532604 -4.041536 -1.344265
C: -1.423668 -5.111708 -1.360598
C: -1.422195 -5.998257 -2.419079
C: -0.546592 -5.824260 -3.480347
C: 0.336072 -4.757184 -3.475315
C: 0.343502 -3.872511 -2.415050
H: -1.756554 2.051658 4.373707
H: -3.335390 1.424716 6.164340
H: -4.597895 -0.705482 6.017201
H: -4.230388 -2.206548 4.105560
H: -3.335400 -2.718026 2.041502
H: -2.137049 -5.215891 -0.557570
H: -2.132547 -6.814845 -2.429932
H: -0.568654 -6.516356 -4.312216
H: 1.001807 -4.594898 -4.313298
H: 1.010920 -3.023811 -2.404554
C: -2.067797 3.465304 -2.441718
C: -2.082576 2.562103 -1.220414
Ge: -0.863173 0.944794 -1.319664
C: -1.522059 -0.190105 -2.874601
C: -0.975416 0.171635 -4.246565
C: 0.926988 1.616140 -1.793580
C: 1.956918 1.536913 -0.945482
Ge: 1.521081 0.516260 0.788710
C: 1.753103 1.661948 2.475191
C: 3.056535 2.368919 2.814138
C: 2.717866 -1.143003 0.972846
C: 4.235165 -1.079009 1.069601
C: 3.267014 2.120794 -1.233272
C: 3.552641 2.836853 -2.403059
C: 4.797059 3.397239 -2.614882
C: 5.805128 3.252901 -1.674981
C: 5.546107 2.543752 -0.514939
C: 4.296124 1.995426 -0.302406
H: -2.743393 4.304965 -2.280111
H: -2.399050 2.933154 -3.332213
H: -1.065020 3.849908 -2.622543
H: -3.100280 2.202845 -1.044452
H: -1.783034 3.137076 -0.342400
H: -2.613403 -0.131191 -2.872579
H: -1.260765 -1.226014 -2.659756
H: -1.252524 1.187782 -4.531003
H: -1.371671 -0.512471 -5.002169
H: 0.112682 0.096797 -4.251303
H: 1.019496 2.095865 -2.760756
H: 1.495487 0.981638 3.292538
H: 0.955132 2.405039 2.430597
H: 3.883479 1.663842 2.895855
H: 2.964544 2.884349 3.774465
H: 3.304663 3.109627 2.056945
H: 2.450755 -1.782514 0.129171
H: 2.329197 -1.632123 1.872318
H: 4.669774 -0.692519 0.150191
H: 4.640382 -2.080620 1.241361
H: 4.551214 -0.443823 1.896120
H: 2.792694 2.964361 -3.159075
H: 4.986834 3.962431 -3.520754
H: 6.777626 3.693993 -1.849103
H: 6.320649 2.423762 0.231922
H: 4.085251 1.455831 0.602141
Se: -5.959799 2.353469 0.116509
Sb: -4.967752 1.034392 2.016670
Se: -3.320644 -0.758204 0.286537
Se: -5.429142 2.831012 3.943644
Se: -6.750582 -0.646678 2.578740

Forces on atoms 1 to 6 (eV/Å):
Ir 0.5 -1.5 1.0
O 0.4 0.7 -0.2
C -0.4 -0.1 0.6
C 0.4 -0.2 -0.1
C 0.1 -0.2 0.0
C 0.1 -0.2 0.1

Calculated values
Highest occupied orbital energy (alpha / beta)   -1.5 / -1.6 eV
Lowest unoccupied orbital energy (alpha / beta)   2.849 / 2.844 eV
Net charge   -2
Frontier orbital gap (alpha / beta)   4.32 / 4.41 eV
Relative energy (zero: lowest compared OMol25 entry of this formula, charge and spin)   1.318 eV



2.
Computed, not measured: C14H13ClN4O3 in the gas phase in a non-equilibrium geometry, with ωB97M-V/def2-TZVPD.

Cartesian coordinates (Å):
O: -2.932683 -0.132461 -1.628250
C: -3.420386 -0.316439 -0.531364
N: -2.759833 -0.973125 0.455570
C: -1.411966 -1.450127 0.256392
C: -0.389218 -0.313806 0.386952
N: 0.938563 -0.854945 0.267449
C: 2.072034 -0.143652 0.175696
C: 2.057247 1.269629 0.201883
C: 3.204968 2.010170 0.104209
C: 4.443667 1.374082 -0.021739
Cl: 5.883000 2.320248 -0.141891
C: 4.509532 0.004290 -0.045771
C: 3.343666 -0.765793 0.052731
N: 3.511126 -2.171929 0.027348
O: 4.633629 -2.621228 -0.091605
O: 2.518848 -2.893337 0.131233
C: -4.796106 0.137750 -0.179592
C: -5.752381 0.215596 -1.190681
C: -7.029356 0.644641 -0.878335
C: -7.301881 0.987015 0.439046
N: -6.394503 0.948508 1.399562
C: -5.176095 0.541589 1.098780
H: -3.183338 -1.080239 1.361629
H: -1.201732 -2.235891 0.983983
H: -1.346803 -1.863074 -0.754830
H: -0.584597 0.414855 -0.407723
H: -0.514626 0.186031 1.357964
H: 1.047764 -1.866104 0.241667
H: 1.111896 1.776094 0.300094
H: 3.160254 3.087499 0.124982
H: 5.453274 -0.510600 -0.139073
H: -5.474613 -0.062979 -2.196495
H: -7.794877 0.712710 -1.635064
H: -8.286369 1.316991 0.742739
H: -4.471956 0.566340 1.922123

Forces on atoms 1 to 6 (eV/Å):
O 0.0 0.0 -0.3
C 0.0 -0.1 0.3
N 0.1 -0.1 0.3
C 0.3 0.3 -0.2
C -0.1 0.2 0.0
N -0.4 -0.7 0.0

Calculated values
SMILES   O=C(NCCNc1ccc(Cl)cc1[N+](=O)[O-])c1cccnc1
Highest occupied orbital energy   -8.4 eV
Lowest unoccupied orbital energy   -0.621 eV
Frontier orbital gap   7.75 eV
Relative energy (zero: lowest compared OMol25 entry of this formula, charge and spin)   2.246 eV



3.
Computed, not measured: a gas-phase ion, C3H7NO4P (charge -1) in a non-equilibrium geometry, with ωB97M-V/def2-TZVPD.

Cartesian coordinates (Å):
C: -1.486368 0.986962 2.015716
P: -0.843309 -0.247878 0.840071
O: -1.941304 -1.095380 0.345702
O: 0.513991 -0.718070 1.326655
O: -0.524657 0.771740 -0.526335
C: 0.357726 0.184094 -1.406263
N: -0.390492 -0.864293 -2.120452
C: -0.277278 -2.172998 -1.399418
O: 0.573757 -1.913029 -2.459100
H: -2.603959 1.237126 2.191928
H: -1.306559 0.299797 2.853561
H: -0.856707 1.940833 2.099266
H: 1.189443 -0.236600 -0.775843
H: 0.706980 0.932389 -2.123958
H: -1.205814 -2.789687 -1.627452
H: 0.099884 -2.260185 -0.402863

Forces on atoms 1 to 6 (eV/Å):
C -0.6 0.8 1.3
P 0.8 2.3 -1.4
O -0.7 -1.2 0.7
O -1.5 0.1 -0.2
O -0.3 0.2 1.3
C 0.5 -0.3 0.9

Calculated values
SMILES   C[P@](=O)([O-])OCN1CO1
Highest occupied orbital energy   -5.3 eV
Lowest unoccupied orbital energy   4.058 eV
Net charge   -1
Frontier orbital gap   9.36 eV
Relative energy (zero: lowest compared OMol25 entry of this formula, charge and spin)   1.939 eV



4.
Computed, not measured: a molecular structure, C49H51LiN3O3S3Se in a non-equilibrium geometry, with ωB97M-V/def2-TZVPD.

Cartesian coordinates (Å):
Li: -0.650511 -0.174156 0.194709
O: 0.680053 2.951040 0.597627
S: 1.695320 3.932612 0.186718
C: 0.759950 5.244063 -0.760149
C: -0.728010 5.206190 -0.434625
C: -1.413162 4.048029 -1.188269
C: -2.807138 3.698197 -0.681827
S: -3.118808 1.849350 -0.683014
O: -1.946202 1.197824 -0.072310
C: -2.907762 1.708491 -2.468411
C: -1.696788 1.284075 -2.983566
C: -1.528986 1.223128 -4.358843
C: -2.568379 1.585208 -5.202917
C: -3.789197 1.988180 -4.675807
C: -3.963806 2.044910 -3.302257
C: 1.939672 4.955727 1.683542
C: 1.565130 4.366842 2.877616
C: 1.730460 5.044209 4.076345
C: 2.276709 6.319809 4.075623
C: 2.675311 6.900958 2.878738
C: 2.523966 6.216139 1.682119
H: 0.923080 5.029835 -1.817870
H: 1.224856 6.196556 -0.514057
H: -1.195632 6.154711 -0.715191
H: -0.851414 5.082836 0.646166
H: -0.789118 3.167318 -1.053504
H: -1.445151 4.289401 -2.253046
H: -3.605041 4.135150 -1.282674
H: -2.932369 3.997829 0.360819
H: -0.900620 0.988319 -2.311376
H: -0.584448 0.882831 -4.761623
H: -2.433986 1.554319 -6.276562
H: -4.606021 2.252850 -5.335048
H: -4.916386 2.343832 -2.878880
H: 1.132149 3.379972 2.845965
H: 1.422135 4.572154 5.000523
H: 2.401393 6.861128 5.004902
H: 3.098843 7.897634 2.879584
H: 2.859011 6.671224 0.757413
S: 0.715601 -1.887892 4.213278
C: -0.146235 -0.409646 4.482435
C: -0.563754 0.164553 5.675780
C: -1.290998 1.341722 5.618510
C: -1.610600 1.926361 4.391399
C: -1.186511 1.365153 3.202439
C: -0.432040 0.192177 3.240129
N: 0.047133 -0.485962 2.148326
C: 0.636813 -1.589094 2.454862
C: 1.165010 -2.577947 1.535390
C: 1.018075 -3.931480 1.875072
C: 1.356730 -4.937298 0.999083
C: 1.879484 -4.594759 -0.247595
C: 2.084057 -3.273472 -0.574760
C: 1.744631 -2.220874 0.293826
H: -0.333412 -0.302398 6.624796
H: -1.623683 1.810164 6.536755
H: -2.199494 2.835275 4.373544
H: -1.413709 1.794503 2.235953
H: 0.589614 -4.181797 2.839628
H: 1.199136 -5.974548 1.265367
H: 2.136645 -5.374155 -0.955805
H: 2.516324 -3.007655 -1.531056
C: 5.232574 -0.416339 -2.509552
N: 5.459478 0.198842 -1.227982
C: 4.580147 1.084064 -0.681877
Se: 2.257089 -0.477042 -0.186152
N: 5.175227 1.433054 0.497301
C: 6.364192 0.765789 0.719207
C: 7.302847 0.803774 1.736258
C: 8.424675 -0.004523 1.604077
C: 8.598396 -0.823620 0.491158
C: 7.666913 -0.850155 -0.538876
C: 6.548436 -0.040335 -0.413674
H: 4.190628 -0.239237 -2.764569
H: 5.414786 -1.490871 -2.457386
H: 5.885431 0.023273 -3.269708
H: 4.719551 2.027235 1.166331
H: 7.163541 1.440054 2.600994
H: 9.180210 0.001842 2.379351
H: 9.478478 -1.451299 0.430248
H: 7.809425 -1.486018 -1.402917
C: -1.621531 -2.128164 -3.248253
C: -2.256321 -3.331092 -2.551328
C: -1.158517 -4.238022 -1.986401
C: -3.220857 -2.955245 -1.442489
C: -4.479574 -3.537704 -1.462213
C: -5.400169 -3.355963 -0.439529
C: -5.020246 -2.583733 0.648699
C: -3.782959 -1.965525 0.704974
C: -3.383602 -1.165794 1.926489
C: -4.486725 -0.235086 2.434585
C: -2.934274 -2.108655 3.046981
C: -2.826404 -2.121173 -0.348749
O: -1.671717 -1.547302 -0.285954
H: -0.972561 -2.462085 -4.064012
H: -1.027350 -1.574637 -2.523895
H: -2.391958 -1.473270 -3.659355
H: -2.827690 -3.889675 -3.302436
H: -0.611502 -3.696393 -1.215606
H: -0.457971 -4.542785 -2.769906
H: -1.591654 -5.134543 -1.537733
H: -4.743437 -4.176037 -2.301626
H: -6.376568 -3.824544 -0.479577
H: -5.710665 -2.476496 1.480004
H: -2.530619 -0.556370 1.633681
H: -5.320276 -0.806457 2.849063
H: -4.867649 0.390696 1.624562
H: -4.096234 0.411683 3.224977
H: -3.751590 -2.778178 3.327075
H: -2.628546 -1.542440 3.932201
H: -2.093878 -2.718353 2.709700

Forces on atoms 1 to 6 (eV/Å):
Li 0.4 -0.2 0.0
O -0.2 -0.6 0.2
S -0.1 1.1 0.0
C 0.2 -0.2 0.0
C -0.2 -0.3 0.0
C 0.1 0.1 0.2

Calculated values
Highest occupied orbital energy   -3.4 eV
Lowest unoccupied orbital energy   2.012 eV
Net charge   -1
Frontier orbital gap   5.45 eV
Relative energy (zero: lowest compared OMol25 entry of this formula, charge and spin)   1.410 eV



Number 1: DFT total energy -422563.6426 eV. Number 2: DFT total energy -39352.2965 eV. Number 3: DFT total energy -22194.3017 eV. Number 4: DFT total energy -160313.6440 eV.